# 1
{
  "formula": "CH3NS2",
  "method": "the ωB97M-V functional and the def2-TZVPD basis",
  "species": ["C", "N", "S", "S", "H", "H", "H"],
  "coordinates": [[-0.861, -0.210, 0.519], [-0.110, 0.946, 0.701], [-0.587, 0.954, -0.810], [2.129, -0.832, -0.808], [-0.502, -1.162, 0.184], [-1.931, -0.216, 0.763], [1.862, 0.521, -0.547]],
  "atomic_forces_ev_per_a": [[-2.470, -0.678, -1.283], [1.385, 0.700, 2.599], [-0.650, 0.552, -2.471], [-0.231, 1.428, 0.062], [0.924, -0.501, 0.675], [0.456, 0.038, 0.591], [0.585, -1.539, -0.173]],
  "lumo_energy_ha": [-0.0369, -0.0822],
  "homo_energy_ev": [-9.76, -8.85]
}

=====

# 2
{
  "formula": "CH3NS2",
  "method": "the ωB97M-V functional and the def2-TZVPD basis",
  "species": ["C", "N", "S", "S", "H", "H", "H"],
  "coordinates": [[2.911, -1.603, -0.557], [-0.345, 0.042, -0.019], [3.476, -1.613, -2.001], [1.111, 0.834, 0.010], [2.282, -0.855, -0.196], [-0.860, 0.197, -0.856], [-0.637, -0.277, 0.895]],
  "atomic_forces_ev_per_a": [[1.391, -1.472, -1.379], [2.025, 0.649, 0.706], [0.245, -0.304, -0.072], [-0.488, 0.275, 0.020], [-1.318, 1.345, 1.383], [-1.022, -0.392, 0.058], [-0.833, -0.100, -0.716]],
  "lumo_energy_ha": [-0.0391, -0.0163],
  "homo_energy_ev": [-7.87, -8.67]
}

=====

# 3
{
  "formula": "CH3NS3",
  "method": "the ωB97M-V functional and the def2-TZVPD basis",
  "species": ["S", "C", "S", "N", "S", "H", "H", "H"],
  "coordinates": [[-0.496, -1.239, 1.857], [0.368, -0.304, 0.708], [2.100, -0.124, 0.496], [-0.345, 0.545, -0.369], [-1.989, 0.828, -0.238], [2.338, -0.402, 1.828], [0.233, 1.024, -0.991], [-1.812, 2.033, 0.378]],
  "atomic_forces_ev_per_a": [[1.848, 1.894, -2.120], [-3.326, 0.885, -1.074], [-0.150, -0.292, 1.264], [1.035, -3.932, 4.177], [0.319, 0.899, -0.093], [-0.013, 0.021, -1.045], [0.833, 0.919, -1.039], [-0.547, -0.392, -0.069]],
  "lumo_energy_ha": -0.0083,
  "homo_energy_ev": -8.80
}

=====

We obtain energy above the lowest of the compared OMol25 structures with the same formula, charge and spin values of 414.5; 375.1; 67.8 kJ/mol for the records listed above, in that order.